A molecular structure, C5H5F, computed with ωB97M-V with the def2-TZVPD basis set.

Positions of all 11 atoms, in Å:
C (-0.434, 0.420, 0.463)
C (-0.616, -0.843, 0.751)
C (0.386, -1.170, -0.182)
C (1.241, -1.643, -1.039)
C (-0.568, 1.860, 0.338)
F (-1.414, -1.597, 1.555)
H (1.391, -2.712, -1.123)
H (1.843, -1.027, -1.693)
H (-0.127, 2.211, -0.593)
H (-0.077, 2.365, 1.172)
H (-1.625, 2.137, 0.350)

Computed properties:
Lowest unoccupied orbital energy ... 0.82 eV

A single C5H5F molecule, computed with ωB97M-V with the def2-TZVPD basis set.

Positions of all 11 atoms, in Å:
C (2.365, 0.488, -0.578)
C (1.493, -0.003, 0.131)
C (0.410, -0.509, 0.784)
C (-0.746, 0.142, 0.026)
C (-1.909, -0.233, -0.615)
F (-0.852, 1.437, 0.437)
H (3.090, 0.989, -1.127)
H (0.502, -0.046, 1.816)
H (0.305, -1.595, 0.810)
H (-2.089, -1.288, -0.859)
H (-2.567, 0.617, -0.826)

Computed properties:
Lowest unoccupied orbital energy ... 0.87 eV
SMILES ... C#CCC(=C)F

A single C5H5F2N molecule, computed with ωB97M-V with the def2-TZVPD basis set.

Positions of all 13 atoms, in Å:
C (-1.926, 1.372, 0.010)
C (-0.702, 0.789, -0.010)
C (-3.047, 0.537, -0.112)
C (-2.950, -0.806, 0.306)
C (0.686, -1.095, -0.123)
N (-0.545, -0.448, -0.277)
F (-4.324, 0.965, -0.034)
F (-3.689, -1.806, -0.034)
H (-2.023, 2.439, 0.273)
H (0.018, 1.488, 0.112)
H (1.538, -0.369, -0.018)
H (0.732, -1.583, 0.902)
H (0.920, -1.820, -1.036)

Computed properties:
Lowest unoccupied orbital energy (alpha / beta) ... -0.54 / -0.92 eV

A single C5H5F2N molecule, computed with ωB97M-V with the def2-TZVPD basis set.

Positions of all 13 atoms, in Å:
F (-0.610, 3.305, 0.281)
C (-0.398, 2.026, 0.210)
C (-1.135, 1.298, -0.631)
C (-1.056, -0.148, -0.857)
C (-0.245, -1.063, -0.266)
N (0.901, -0.726, 0.478)
C (1.688, -1.670, 0.759)
F (2.621, -1.373, 1.589)
H (0.380, 1.881, 0.938)
H (-1.831, 1.997, -1.142)
H (-1.768, -0.576, -1.413)
H (-0.375, -2.217, -0.483)
H (1.827, -2.734, 0.539)

Computed properties:
Lowest unoccupied orbital energy ... 0.40 eV
SMILES ... F/C=C/C=C\N=C\F

A gas-phase ion, C5H5F3NO (charge +1), computed with ωB97M-V with the def2-TZVPD basis set.

Positions of all 15 atoms, in Å:
C (-0.440, 1.333, 0.290)
C (0.708, 2.081, 0.190)
C (0.894, 0.087, 1.749)
C (-1.426, -0.526, 1.482)
C (1.651, -0.626, 2.757)
N (-0.272, 0.354, 1.283)
O (1.708, 1.649, 0.784)
F (2.960, -0.413, 2.897)
F (1.173, -0.625, 4.002)
F (1.465, -1.912, 2.357)
H (-1.279, 1.376, -0.303)
H (0.755, 2.794, -0.655)
H (-2.114, -0.485, 0.582)
H (-0.951, -1.485, 1.767)
H (-2.074, -0.263, 2.308)

Computed properties:
Charge ... +1
Lowest unoccupied orbital energy (alpha / beta) ... -6.66 / -6.66 eV

A single C5H5FIN molecule, computed with ωB97M-V with the def2-TZVPD basis set.

Positions of all 13 atoms, in Å:
C (0.551, 1.327, 0.062)
C (1.642, 0.623, 0.234)
C (0.693, -1.716, 0.055)
C (-0.820, 0.680, 0.389)
C (-1.309, -0.473, -0.577)
N (-0.428, -1.641, -0.420)
F (1.359, -2.807, 0.197)
I (3.675, 0.789, -0.117)
H (0.449, 2.435, 0.274)
H (-0.750, 0.404, 1.436)
H (-1.544, 1.386, 0.511)
H (-2.348, -0.917, -0.415)
H (-1.169, -0.089, -1.630)

Computed properties:
Lowest unoccupied orbital energy (alpha / beta) ... -0.45 / -0.57 eV

Short version: E = -293.223524 -293.256785 -447.804052 -447.919692 -622.689494 -645.638003 Ha, in the order given.